Molecular formula: C13H22N4O4
Method: DFT, wB97M-V/def2-TZVPD

Last columns: bonded neighbours and bond lengths (Å).
Atoms and positions in Å:
1 O 4.104 -0.220 -1.667  C16 1.267
2 O -4.527 0.510 0.039  C21 1.197
3 O -0.636 1.744 -0.824  C20 1.246
4 O 2.162 -0.537 2.113  C14 1.245
5 N -1.293 0.397 0.871  C11 1.448, C17 1.475, C20 1.334
6 N -3.281 1.696 -1.290  C19 1.483, C21 1.380, H27 1.027
7 N 2.010 0.603 0.135  C13 1.428, C14 1.322, H28 0.989
8 N 4.354 -2.358 -1.569  C16 1.267, H35 1.019, H36 0.997
9 C 1.096 -0.663 -1.795  C13 1.609, C18 1.529, H31 1.209, H34 1.015
10 C -3.065 0.811 2.450  C12 1.549, C17 1.491, H29 1.034, H43 1.105
11 C -1.222 -0.704 1.809  N5 1.448, C12 1.493, H22 1.108, H40 1.083
12 C -2.553 -0.652 2.481  C10 1.549, C11 1.493, H39 1.088, H41 1.042
13 C 0.827 -0.045 -0.334  N7 1.428, C9 1.609, C20 1.519, H23 1.065
14 C 2.578 0.299 1.290  O4 1.245, N7 1.322, C15 1.464
15 C 3.912 0.837 1.560  C14 1.464, H25 1.156, H30 1.071, H42 1.103
16 C 3.579 -1.370 -1.741  O1 1.267, N8 1.267, C18 1.511
17 C -2.498 1.208 1.130  N5 1.475, C10 1.491, C21 1.556, H33 1.015
18 C 2.127 -1.791 -1.738  C9 1.529, C16 1.511, H24 1.071, H38 1.135
19 C -3.959 1.226 -2.522  N6 1.483, H26 1.066, H32 1.108, H37 1.098
20 C -0.442 0.753 -0.093  O3 1.246, N5 1.334, C13 1.519
21 C -3.478 1.077 -0.072  O2 1.197, N6 1.380, C17 1.556
22 H -0.339 -0.492 2.445  C11 1.108
23 H 0.595 -0.918 0.231  C13 1.065
24 H 2.097 -2.369 -2.640  C18 1.071
25 H 3.878 1.969 1.796  C15 1.156
26 H -4.866 0.674 -2.438  C19 1.066
27 H -2.429 2.230 -1.496  N6 1.027
28 H 2.576 1.011 -0.565  N7 0.989
29 H -4.087 0.962 2.479  C10 1.034
30 H 4.560 0.481 0.786  C15 1.071
31 H 0.093 -1.183 -2.227  C9 1.209
32 H -4.243 2.034 -3.226  C19 1.108
33 H -2.333 2.202 1.253  C17 1.015
34 H 1.467 0.101 -2.350  C9 1.015
35 H 4.165 -3.358 -1.506  N8 1.019
36 H 5.317 -2.128 -1.458  N8 0.997
37 H -3.160 0.579 -2.908  C19 1.098
38 H 1.964 -2.525 -0.889  C18 1.135
39 H -3.245 -1.326 1.980  C12 1.088
40 H -1.208 -1.647 1.277  C11 1.083
41 H -2.487 -0.841 3.504  C12 1.042
42 H 4.294 0.440 2.516  C15 1.103
43 H -2.407 1.285 3.200  C10 1.105

Its structure (SMILES) is CNC(=O)[C@H]1CCCN1C(=O)[C@@H](CCC(N)=O)NC(C)=O. For the molecular weight, the calculation gives 298.34 g/mol. The electronic energy comes out at -1028.5372 Ha. The value obtained for the HOMO energy is -8.84 eV. For the energy relative to the best compared isomer or geometry (same formula, charge and spin), the calculation gives 239.7 kJ/mol.

Population analysis type Löwdin, resulting atomic charges in e: atom 1 (O): -0.0046, atom 2 (O): 0.0674, atom 3 (O): 0.0262, atom 4 (O): 0.0161, atom 5 (N): 0.0317, atom 6 (N): 0.0107, atom 7 (N): 0.1351, atom 8 (N): 0.1712, atom 9 (C): -0.0754, atom 10 (C): -0.0852, atom 11 (C): -0.1287, atom 12 (C): -0.1515, atom 13 (C): -0.2061, atom 14 (C): -0.5469, atom 15 (C): -0.0088, atom 16 (C): -0.5484, atom 17 (C): -0.1869, atom 18 (C): -0.1147, atom 19 (C): -0.0600, atom 20 (C): -0.3666, atom 21 (C): -0.4193, atom 22 (H): 0.1326, atom 23 (H): 0.1022, atom 24 (H): 0.1097, atom 25 (H): 0.1225, atom 26 (H): 0.0609, atom 27 (H): 0.1095, atom 28 (H): 0.1264, atom 29 (H): 0.1016, atom 30 (H): 0.0643, atom 31 (H): 0.1734, atom 32 (H): 0.0854, atom 33 (H): 0.1206, atom 34 (H): 0.0721, atom 35 (H): 0.1377, atom 36 (H): 0.1234, atom 37 (H): 0.0839, atom 38 (H): 0.1515, atom 39 (H): 0.1225, atom 40 (H): 0.1278, atom 41 (H): 0.0904, atom 42 (H): 0.0891, atom 43 (H): 0.1373